This record from the OMol25 dataset describes an isolated ion of composition C4H13N2S and charge +1 in a non-equilibrium geometry. The level of theory is ωB97M-V/def2-TZVPD.

Each line ends with the Mulliken charge.
Geometry (Å):
N: 1.8968 1.5731 0.1793  -0.20
C: 1.1079 0.2899 0.2290  0.01
C: -0.3750 0.5736 0.1968  -0.60
C: -1.2968 -0.6079 0.4427  -0.82
S: -3.0536 -0.2833 0.2066  -0.18
C: 1.6300 -0.6050 -0.9062  -0.71
N: 3.0412 -0.8517 -0.7746  -0.50
H: 2.0067 2.0545 1.0751  0.36
H: 2.8329 1.2935 -0.1413  0.36
H: 1.5253 2.2857 -0.4524  0.37
H: 1.3604 -0.1486 1.1919  0.15
H: -0.6212 1.3572 0.9218  0.38
H: -0.6507 1.0519 -0.7526  0.37
H: -1.0712 -1.4328 -0.2312  0.27
H: -1.1922 -0.9862 1.4581  0.37
H: -3.4153 0.1976 1.4053  0.15
H: 1.4186 -0.0897 -1.8440  0.36
H: 1.0318 -1.5085 -0.8562  0.45
H: 3.6161 -0.3322 -1.4160  0.22
H: 3.3488 -1.7992 -0.6427  0.21

Cartesian forces (eV/Å) of the 6 atoms listed first:
0.43 0.38 0.02
-0.34 -0.45 0.34
-0.62 1.19 -0.36
0.11 -0.37 0.56
-0.41 0.14 -0.53
-0.18 0.35 0.29

Results
Energy relative to the best compared isomer or geometry (same formula, charge and spin) (kJ/mol): 65.5
SMILES: NC[C@@H]([NH3+])CCS
Net charge: +1
Maximum force (eV/A): 1.39
Energy (eV): -18167.81395
HOMO level (eV): -12.28